C3H3Cl3 in the gas phase. Source: the Open Molecules 2025 dataset; level of theory: wB97M-V/def2-TZVPD.

Total charge   0
Strongest force on any atom   6.63 eV/A
Frontier orbital gap   10.8 eV
SMILES   Cl[C@@H]1CC1(Cl)Cl
E_HOMO   -10.019 eV
Relative energy (zero: lowest compared OMol25 entry of this formula, charge and spin)   1.517 eV

Geometry as XYZ:
```
9
Properties=species:S:1:pos:R:3:forces:R:3
Cl -2.007547 0.516015 -0.816501 -1.066 -1.475 -0.856
C -0.596213 -0.525460 -0.586219 0.383 5.505 3.673
C -0.065113 -0.353486 0.910151 -0.077 0.951 -2.090
C 0.508218 0.565447 -0.229481 0.901 -4.248 1.012
Cl 0.311668 2.221050 -0.210803 -0.375 1.561 -0.045
Cl 2.214245 0.186332 -0.814150 -1.052 -0.141 0.436
H -0.344118 -1.404018 -1.086975 -0.141 -1.040 -1.136
H 0.561543 -1.199186 0.962844 0.941 -0.713 1.024
H -0.582685 -0.006692 1.871133 0.486 -0.399 -2.018
```
Positions in Å, forces in eV/Å.

Charges obtained by natural (NBO) population analysis, quoted in units of e: -0.01, -0.22, -0.43, -0.11, 0.10, -0.05, 0.24, 0.23, 0.26